{
  "formula": "C2H4NO3",
  "method": "ωB97M-V/def2-TZVPD",
  "species": ["O", "O", "O", "N", "C", "C", "H", "H", "H", "H"],
  "xyz": [[0.6665, 0.7334, 1.2565], [1.6373, 0.3410, 0.5238], [1.3754, -1.6884, -1.3417], [0.7647, -0.9875, -0.6866], [-0.4623, -0.6101, -0.3762], [-0.4280, 0.8579, 0.4462], [-1.0089, -0.4193, -1.2679], [-0.9531, -1.2683, 0.4767], [-1.2600, 1.1763, 1.1103], [-0.3316, 1.8650, -0.1410]],
  "nbo_charge": [-0.082, -0.095, 0.029, 0.451, -0.391, -0.104, 0.311, 0.361, 0.264, 0.256],
  "lumo_energy_ev": [-7.5, -7.5],
  "total_charge": 1,
  "homo_ha": [-0.5687, -0.5689],
  "homo_lumo_gap_ha": [0.2922, 0.2924]
}

=====

{
  "formula": "C2H4NO4S",
  "method": "ωB97M-V/def2-TZVPD",
  "species": ["S", "O", "O", "O", "O", "N", "C", "C", "H", "H", "H", "H"],
  "xyz": [[-1.4623, 1.0287, -0.3727], [-2.5595, 0.8933, 0.6284], [-0.8021, 2.3298, -0.1675], [-0.0711, -1.9107, -1.2197], [-0.9350, -2.2727, 0.7237], [-0.3040, -1.5805, -0.0350], [1.3145, 0.3651, -0.3247], [0.1460, -0.2729, 0.4296], [1.3985, -0.1410, -1.1811], [0.0856, -0.1709, 1.5884], [0.9319, 1.3104, -0.4837], [2.2575, 0.4215, 0.4142]],
  "nbo_charge": [1.521, -0.987, -1.005, -0.501, -0.431, 0.491, -0.649, -0.311, 0.225, 0.223, 0.245, 0.178],
  "lumo_energy_ev": 3.9,
  "total_charge": -1,
  "homo_ha": -0.1492,
  "homo_lumo_gap_ha": 0.2941
}

=====

{
  "formula": "C2H4NO4S2",
  "method": "ωB97M-V/def2-TZVPD",
  "species": ["S", "S", "O", "O", "O", "O", "N", "C", "C", "H", "H", "H", "H"],
  "xyz": [[0.1788, -0.2758, -2.7171], [-2.3314, 0.0523, -2.6361], [-0.0721, -1.7090, -2.6752], [-3.2861, 1.1612, -2.5307], [-1.4306, 0.2007, -3.8821], [1.4169, -0.0853, -1.4338], [-0.9451, 0.4769, -1.6565], [0.8715, 0.1379, -0.1757], [-0.6383, -0.0750, -0.2383], [-0.8945, -1.1353, -0.2051], [1.3357, -0.5432, 0.5573], [1.0852, 1.1762, 0.1349], [-1.1979, 0.4970, 0.4980]],
  "nbo_charge": [1.664, 1.618, -1.007, -1.000, -1.002, -0.762, -0.876, -0.064, -0.275, 0.195, 0.157, 0.149, 0.202],
  "lumo_energy_ev": 3.9,
  "total_charge": -1,
  "homo_ha": -0.1609,
  "smiles": "O=[S@@]12=S3([O-])(OCCN13)O2",
  "homo_lumo_gap_ha": 0.3026
}

=====

{
  "formula": "C2H4NOS",
  "method": "ωB97M-V/def2-TZVPD",
  "species": ["S", "O", "N", "C", "C", "H", "H", "H", "H"],
  "xyz": [[1.7770, -1.3817, 0.5082], [-0.2269, -2.9489, -0.8627], [0.4096, -1.7120, -0.9225], [0.8077, 0.1459, 0.2548], [-0.3506, -0.5659, -0.4139], [-0.8089, -0.0219, -1.2536], [0.5934, 0.6664, 1.1885], [-1.1367, -0.8311, 0.3066], [1.3593, 0.8001, -0.4235]],
  "nbo_charge": [-0.191, -0.478, -0.176, -0.583, -0.302, 0.166, 0.195, 0.188, 0.181],
  "s_squared": 2.011,
  "lumo_energy_ev": [4.4, 4.1],
  "total_charge": -1,
  "homo_ha": [-0.0249, -0.1169],
  "homo_lumo_gap_ha": [0.1849, 0.2678],
  "spin_multiplicity": 3
}

=====

{
  "formula": "C2H4NOS2",
  "method": "ωB97M-V/def2-TZVPD",
  "species": ["S", "S", "O", "N", "C", "C", "H", "H", "H", "H"],
  "xyz": [[-0.0320, 1.4615, 1.5056], [-1.8715, 0.5054, 1.2826], [-0.7801, -1.9384, -0.2075], [-1.1492, -0.7874, -0.5601], [0.9538, 0.2470, 0.3798], [-0.0474, 0.1149, -0.7618], [-0.5305, 1.1274, -0.9989], [1.9877, 0.4051, -0.0314], [0.8958, -0.6871, 0.8838], [0.5734, -0.4484, -1.4920]],
  "nbo_charge": [-0.071, -0.438, -0.512, 0.043, -0.527, -0.341, 0.219, 0.204, 0.219, 0.202],
  "lumo_energy_ev": 3.7,
  "total_charge": -1,
  "homo_ha": -0.1071,
  "homo_lumo_gap_ha": 0.2417
}

=====

{
  "formula": "C2H4NOS2",
  "method": "ωB97M-V/def2-TZVPD",
  "species": ["S", "S", "O", "N", "C", "C", "H", "H", "H", "H"],
  "xyz": [[4.2560, 0.2837, -0.2643], [1.2416, 0.7485, 0.1130], [2.5749, -1.7052, 0.0821], [-1.0057, 2.4140, 0.6398], [2.8831, -0.5266, 0.0494], [0.1287, -0.4749, -0.5138], [-0.0299, -0.4602, -1.5327], [0.5197, -1.4199, -0.1242], [-0.7632, -0.1476, -0.0395], [-0.5067, 2.2331, -0.2382]],
  "nbo_charge": [-0.332, -0.076, -0.649, -0.318, 0.267, -0.773, 0.188, 0.249, 0.205, 0.239],
  "lumo_energy_ev": [2.3, 2.4],
  "total_charge": -1,
  "homo_ha": [-0.1382, -0.1380],
  "homo_lumo_gap_ha": [0.2216, 0.2245]
}

=====

{
  "formula": "C2H4NP",
  "method": "ωB97M-V/def2-TZVPD",
  "species": ["P", "N", "C", "C", "H", "H", "H", "H"],
  "xyz": [[2.1381, 0.6360, -0.0330], [1.6096, -0.7940, 0.9294], [0.7296, -0.2563, 0.2005], [-0.6840, -0.4344, -0.0405], [-0.8208, -1.0278, -1.0142], [-0.6401, 2.2612, -0.7755], [-1.1397, 0.5447, -0.0006], [-1.1926, -0.9293, 0.7338]],
  "nbo_charge": [0.531, -0.508, -0.061, -0.682, 0.255, -0.009, 0.239, 0.235],
  "lumo_energy_ev": [-0.9, -0.3],
  "total_charge": 0,
  "homo_ha": [-0.2770, -0.3591],
  "homo_lumo_gap_ha": [0.2455, 0.3491]
}

=====

{
  "formula": "C2H4NP",
  "method": "ωB97M-V/def2-TZVPD",
  "species": ["P", "N", "C", "C", "H", "H", "H", "H"],
  "xyz": [[0.8900, -0.2615, 1.1181], [-2.4335, -0.0403, -0.7059], [-3.1904, -0.9451, -1.2977], [-3.7712, -0.1701, -0.2781], [0.4304, 0.3726, -0.0230], [1.7221, -1.0774, 0.3808], [-3.0969, -1.7995, -1.9396], [1.9576, 0.7204, 1.2368]],
  "nbo_charge": [0.022, -0.291, -0.017, 0.080, -0.002, -0.018, 0.228, -0.002],
  "lumo_energy_ev": 0.1,
  "total_charge": 0,
  "homo_ha": -0.3710,
  "smiles": "C1=CN=1.P",
  "homo_lumo_gap_ha": 0.3739
}